Version P
Here is C6H15NO in the gas phase from the OMol25 dataset. Energies are from wB97M-V/def2-TZVPD.

Atoms and positions in Å:
C  -2.153  0.748  0.258
C  -0.963  -0.072  0.742
C  -1.272  -1.560  0.664
C  0.401  0.400  -0.126
C  0.279  0.077  -1.608
O  0.535  1.778  0.099
C  1.498  -0.375  0.567
N  2.884  0.217  0.119
H  -2.439  0.463  -0.754
H  -1.924  1.811  0.281
H  -3.011  0.592  0.912
H  -0.766  0.203  1.782
H  -2.184  -1.778  1.220
H  -1.433  -1.874  -0.366
H  -0.478  -2.166  1.094
H  -0.530  0.656  -2.050
H  1.209  0.325  -2.119
H  0.093  -0.981  -1.766
H  1.110  2.150  -0.580
H  1.509  -1.418  0.261
H  1.469  -0.253  1.648
H  3.027  1.129  0.541
H  3.140  -0.071  -0.820

Summary:
- Highest occupied orbital energy: -8.78 eV
- Molecular weight: 117.19 g/mol
- SMILES: CC(C)[C@@](C)(O)CN
- LUMO energy: 0.900 eV
- HOMO-LUMO gap: 9.7 eV
- Charge: 0

---

Version Q
Here is C6H15NO in the gas phase from the OMol25 dataset. Energies are from wB97M-V/def2-TZVPD.

Atoms and positions in Å:
C  -1.710  -1.491  -0.305
C  -0.847  -0.613  0.562
C  -1.470  -0.487  1.999
C  0.445  -1.302  0.662
N  1.543  -0.636  -0.200
C  1.686  0.824  -0.120
C  1.076  1.587  -1.321
O  -0.322  2.026  -1.178
H  -2.613  -0.901  -0.343
H  -1.854  -2.531  -0.119
H  -1.251  -1.372  -1.335
H  -0.846  0.505  0.152
H  -0.621  -0.244  2.606
H  -1.976  -1.476  2.223
H  -2.280  0.178  2.223
H  0.737  -1.227  1.701
H  0.286  -2.442  0.639
H  1.217  -0.904  -1.128
H  1.229  1.237  0.812
H  2.689  0.813  -0.161
H  1.376  1.179  -2.255
H  1.616  2.646  -1.292
H  -1.009  1.667  -1.759

Summary:
- Highest occupied orbital energy: -8.66 eV
- Molecular weight: 117.19 g/mol
- SMILES: CC(C)CNCCO
- LUMO energy: 0.802 eV
- HOMO-LUMO gap: 9.5 eV
- Charge: 0

---

Name the most stable of them. version P.